1.
{"formula": "C10H23N2", "method": "ωB97M-V/def2-TZVPD", "elements": ["N", "N", "C", "C", "C", "C", "C", "C", "C", "C", "C", "C", "H", "H", "H", "H", "H", "H", "H", "H", "H", "H", "H", "H", "H", "H", "H", "H", "H", "H", "H", "H", "H", "H", "H"], "xyz": [[0.254, -0.340, -1.577], [1.150, -0.041, 0.866], [-0.618, -0.987, 2.221], [0.287, -0.108, -0.249], [0.562, -0.041, 2.180], [-2.208, -0.127, -1.622], [-0.950, 0.051, -2.363], [-0.896, -0.872, -3.630], [1.597, -0.370, 3.359], [-0.643, 1.647, -2.716], [2.536, -0.420, 0.624], [-0.011, 1.336, 2.436], [-1.399, -1.828, -3.380], [-2.414, -1.139, -1.144], [2.774, -0.238, -0.419], [-0.723, 0.201, 0.118], [1.842, -1.372, 3.365], [2.575, 0.215, 3.163], [-0.017, 1.514, -3.591], [-3.136, 0.107, -2.117], [-1.432, -0.467, -4.456], [-0.559, 1.616, 3.408], [1.087, -0.714, -2.145], [-0.799, 1.562, 1.739], [2.554, -1.487, 1.140], [3.146, 0.241, 1.188], [-1.082, -1.050, 3.180], [-1.475, 2.272, -2.931], [-1.447, -0.722, 1.571], [0.142, -1.008, -3.955], [0.684, 2.124, 2.400], [-2.153, 0.649, -0.854], [-0.362, -1.993, 1.822], [0.048, 1.941, -1.870], [1.086, -0.152, 4.240]], "charge": 1, "homo_lumo_gap_ev": 10.322}

2.
{"formula": "C10H23N4O3S", "method": "ωB97M-V/def2-TZVPD", "elements": ["S", "O", "O", "O", "N", "N", "N", "N", "C", "C", "C", "C", "C", "C", "C", "C", "C", "C", "H", "H", "H", "H", "H", "H", "H", "H", "H", "H", "H", "H", "H", "H", "H", "H", "H", "H", "H", "H", "H", "H", "H"], "xyz": [[-5.140, 1.263, 0.351], [2.408, -2.166, -1.946], [-4.429, 2.223, -0.449], [-5.593, 1.605, 1.666], [-2.681, 1.300, 2.006], [2.442, 2.289, 1.272], [-0.757, 0.107, 1.588], [-0.662, 2.443, 2.127], [-4.064, -0.166, 0.482], [4.475, -3.337, -1.836], [-0.181, 0.228, 0.174], [1.909, 1.819, -0.016], [-3.191, -0.054, 1.733], [3.635, -2.217, -3.984], [3.406, -2.535, -2.530], [1.333, 0.402, 0.058], [-1.865, -0.860, 1.730], [-1.342, 1.298, 1.920], [-3.034, 2.101, 1.486], [2.747, 1.790, -0.715], [-3.747, -0.438, 2.584], [-1.792, -1.703, 1.049], [2.053, 1.770, 2.049], [1.810, -0.126, 0.886], [1.178, 2.519, -0.447], [1.584, -0.115, -0.867], [-0.428, -0.732, -0.273], [-0.015, 2.810, 1.448], [4.202, -3.505, -0.798], [-4.683, -1.062, 0.506], [-1.768, -1.278, 2.733], [5.428, -2.807, -1.883], [-0.822, 2.965, 2.972], [4.608, -4.296, -2.339], [2.249, 3.267, 1.449], [-3.454, -0.151, -0.422], [2.801, -1.640, -4.376], [4.560, -1.651, -4.101], [-6.191, 0.780, -0.352], [3.740, -3.140, -4.556], [-0.730, 0.998, -0.380]], "charge": 1, "homo_lumo_gap_ev": 8.292}

3.
{"formula": "C10H23N4O3S", "method": "ωB97M-V/def2-TZVPD", "elements": ["S", "O", "O", "O", "N", "N", "N", "N", "C", "C", "C", "C", "C", "C", "C", "C", "C", "C", "H", "H", "H", "H", "H", "H", "H", "H", "H", "H", "H", "H", "H", "H", "H", "H", "H", "H", "H", "H", "H", "H", "H"], "xyz": [[-0.446, -2.170, 3.828], [-0.463, 1.927, -0.805], [-3.465, -3.495, -1.422], [1.649, 0.820, 1.945], [-0.811, -1.352, -0.459], [0.496, -1.184, 1.469], [0.902, 3.516, -1.703], [-0.149, -3.252, 0.819], [0.983, -3.426, 1.775], [-3.052, -2.147, -1.297], [-1.533, -2.052, -1.526], [0.648, 2.417, -0.995], [2.248, 4.031, -1.872], [-0.214, 4.225, -2.319], [-0.168, -1.919, 0.539], [0.857, -2.117, 2.541], [0.436, 1.524, 2.250], [1.465, -0.165, 0.998], [-1.468, -2.090, 2.965], [0.175, 5.090, -2.849], [-0.925, 4.554, -1.562], [-1.291, -1.541, -2.456], [-0.824, -0.333, -0.476], [-0.739, 3.577, -3.020], [1.012, 0.213, 0.079], [2.522, 4.058, -2.927], [-3.577, -1.561, -2.053], [0.471, 2.538, 1.856], [1.735, -1.792, 3.093], [-0.123, -3.848, 0.001], [-0.411, 1.015, 1.792], [0.894, -4.310, 2.398], [1.562, 1.957, -0.585], [-3.305, -1.727, -0.319], [2.443, -0.607, 0.793], [2.330, 5.039, -1.465], [-1.155, -3.071, -1.603], [1.913, -3.462, 1.196], [2.950, 3.387, -1.345], [0.278, 1.546, 3.327], [-3.847, -3.813, -0.605]], "charge": 1, "homo_lumo_gap_ev": 9.937}

4.
{"formula": "C10H23N9O6Ru", "method": "ωB97M-V/def2-TZVPD", "elements": ["Ru", "O", "O", "O", "O", "O", "O", "N", "N", "N", "N", "N", "N", "N", "N", "N", "C", "C", "C", "C", "C", "C", "C", "C", "C", "C", "H", "H", "H", "H", "H", "H", "H", "H", "H", "H", "H", "H", "H", "H", "H", "H", "H", "H", "H", "H", "H", "H", "H"], "xyz": [[-0.590, -0.136, -0.323], [-0.290, -2.102, 0.024], [1.806, -3.322, 0.330], [-3.570, -1.042, 0.040], [2.214, 0.956, 0.303], [-0.927, -1.343, -3.022], [0.699, 1.103, 2.082], [1.428, 0.334, -0.561], [-2.034, 3.674, -1.772], [-0.386, 5.144, -0.897], [-0.450, 0.664, 1.513], [-0.295, 2.830, -0.572], [-0.989, 3.902, -0.939], [-0.040, -0.837, -2.255], [-1.051, 1.794, -1.019], [-2.338, -0.503, 0.572], [1.861, -1.517, -3.749], [-1.364, 1.308, 3.726], [3.516, 0.228, -1.740], [-2.567, -0.141, 1.857], [-2.051, 2.331, -1.784], [-1.511, 0.652, 2.367], [2.087, -0.102, -1.643], [2.727, -3.507, 1.378], [1.290, -0.827, -2.565], [-3.766, -0.468, 2.686], [2.186, -4.138, 2.171], [3.637, 1.312, -1.705], [1.146, -1.535, -4.567], [4.094, -0.201, -0.913], [-0.966, -2.624, 0.544], [-1.382, 0.541, 4.508], [-4.123, -1.484, 2.476], [2.743, -0.981, -4.087], [3.913, -0.139, -2.685], [0.672, -2.726, 0.160], [-3.226, -1.728, -0.537], [-0.414, 1.870, 3.780], [-1.040, 5.893, -1.028], [0.198, 5.223, -0.091], [2.026, -3.990, -0.434], [-2.218, 1.994, 3.927], [-2.786, 1.727, -2.373], [2.163, -2.542, -3.540], [-4.590, 0.247, 2.496], [1.479, 1.075, 1.295], [-3.491, -0.403, 3.770], [3.608, -3.924, 0.966], [2.964, -2.540, 1.830]], "s2": 8.85, "multiplicity": 6, "charge": 1, "homo_lumo_gap_ev": [5.407, 5.666]}

5.
{"formula": "C10H23O10V", "method": "ωB97M-V/def2-TZVPD", "elements": ["V", "O", "O", "O", "O", "O", "O", "O", "O", "O", "O", "C", "C", "C", "C", "C", "C", "C", "C", "C", "C", "H", "H", "H", "H", "H", "H", "H", "H", "H", "H", "H", "H", "H", "H", "H", "H", "H", "H", "H", "H", "H", "H", "H"], "xyz": [[0.647, -0.359, 0.158], [2.539, -0.232, 1.188], [-1.413, -0.803, -0.761], [0.256, -4.406, -0.030], [0.782, 3.925, -0.317], [1.281, -1.123, -1.543], [-0.389, 3.124, -2.039], [-0.490, 0.462, 1.580], [0.337, -2.267, 0.942], [0.737, 1.690, -0.731], [1.135, -4.164, 1.913], [-0.193, -3.945, -1.278], [0.561, -3.505, 0.938], [-2.520, -0.365, -1.147], [3.244, 0.059, 2.366], [-2.968, 1.122, -1.002], [-0.762, 4.419, -2.425], [0.468, 2.790, -1.031], [1.503, -3.565, 3.142], [-3.525, -1.316, -1.744], [1.549, 3.969, 0.895], [0.554, -3.146, 3.477], [-3.202, -2.351, -1.633], [-1.762, 4.344, -2.853], [2.560, 3.758, 0.548], [-0.912, -3.134, -1.158], [2.280, -2.815, 2.997], [-0.774, -4.728, -1.765], [3.125, -0.703, 3.137], [1.579, 4.967, 1.333], [0.657, -3.742, -1.930], [1.946, -4.317, 3.794], [-0.988, 0.828, 2.337], [-2.919, 1.699, -1.926], [1.248, 3.217, 1.624], [-0.007, 4.877, -3.063], [-2.135, 1.473, -0.392], [-4.471, -1.121, -1.238], [-0.971, 5.062, -1.570], [4.311, 0.176, 2.178], [-3.909, 1.275, -0.472], [1.571, -1.079, -2.475], [-3.548, -1.082, -2.809], [2.987, 1.032, 2.786]], "s2": 2.01, "multiplicity": 3, "homo_lumo_gap_ev": [7.873, 8.032]}

What did the first record say?
{"formula": "C10H23N2", "method": "ωB97M-V/def2-TZVPD", "elements": ["N", "N", "C", "C", "C", "C", "C", "C", "C", "C", "C", "C", "H", "H", "H", "H", "H", "H", "H", "H", "H", "H", "H", "H", "H", "H", "H", "H", "H", "H", "H", "H", "H", "H", "H"], "xyz": [[0.254, -0.340, -1.577], [1.150, -0.041, 0.866], [-0.618, -0.987, 2.221], [0.287, -0.108, -0.249], [0.562, -0.041, 2.180], [-2.208, -0.127, -1.622], [-0.950, 0.051, -2.363], [-0.896, -0.872, -3.630], [1.597, -0.370, 3.359], [-0.643, 1.647, -2.716], [2.536, -0.420, 0.624], [-0.011, 1.336, 2.436], [-1.399, -1.828, -3.380], [-2.414, -1.139, -1.144], [2.774, -0.238, -0.419], [-0.723, 0.201, 0.118], [1.842, -1.372, 3.365], [2.575, 0.215, 3.163], [-0.017, 1.514, -3.591], [-3.136, 0.107, -2.117], [-1.432, -0.467, -4.456], [-0.559, 1.616, 3.408], [1.087, -0.714, -2.145], [-0.799, 1.562, 1.739], [2.554, -1.487, 1.140], [3.146, 0.241, 1.188], [-1.082, -1.050, 3.180], [-1.475, 2.272, -2.931], [-1.447, -0.722, 1.571], [0.142, -1.008, -3.955], [0.684, 2.124, 2.400], [-2.153, 0.649, -0.854], [-0.362, -1.993, 1.822], [0.048, 1.941, -1.870], [1.086, -0.152, 4.240]], "charge": 1, "homo_lumo_gap_ev": 10.322}

What is the formula in the first record? C10H23N2

What did the first record say?
{"formula": "C10H23N2", "method": "ωB97M-V/def2-TZVPD", "elements": ["N", "N", "C", "C", "C", "C", "C", "C", "C", "C", "C", "C", "H", "H", "H", "H", "H", "H", "H", "H", "H", "H", "H", "H", "H", "H", "H", "H", "H", "H", "H", "H", "H", "H", "H"], "xyz": [[0.254, -0.340, -1.577], [1.150, -0.041, 0.866], [-0.618, -0.987, 2.221], [0.287, -0.108, -0.249], [0.562, -0.041, 2.180], [-2.208, -0.127, -1.622], [-0.950, 0.051, -2.363], [-0.896, -0.872, -3.630], [1.597, -0.370, 3.359], [-0.643, 1.647, -2.716], [2.536, -0.420, 0.624], [-0.011, 1.336, 2.436], [-1.399, -1.828, -3.380], [-2.414, -1.139, -1.144], [2.774, -0.238, -0.419], [-0.723, 0.201, 0.118], [1.842, -1.372, 3.365], [2.575, 0.215, 3.163], [-0.017, 1.514, -3.591], [-3.136, 0.107, -2.117], [-1.432, -0.467, -4.456], [-0.559, 1.616, 3.408], [1.087, -0.714, -2.145], [-0.799, 1.562, 1.739], [2.554, -1.487, 1.140], [3.146, 0.241, 1.188], [-1.082, -1.050, 3.180], [-1.475, 2.272, -2.931], [-1.447, -0.722, 1.571], [0.142, -1.008, -3.955], [0.684, 2.124, 2.400], [-2.153, 0.649, -0.854], [-0.362, -1.993, 1.822], [0.048, 1.941, -1.870], [1.086, -0.152, 4.240]], "charge": 1, "homo_lumo_gap_ev": 10.322}